ORCA calculation (ωB97M-V with the def2-TZVPD basis set) on C16H40N8O3P2PdS as an isolated structure.

The gap between HOMO and LUMO (spin up / spin down) is 4.85 / 6.51 eV. Its highest occupied orbital energy (spin up / spin down) is -4.68 / -6.34 eV. For the energy relative to the best compared isomer or geometry (same formula, charge and spin), the calculation gives 75.2 kJ/mol. The total energy comes out at -2506.23167 Eh. The lowest unoccupied orbital energy (spin up / spin down) is 0.17 / 0.17 eV. Its total charge is 0. The spin multiplicity is 3.

Last column: Löwdin spin population.
Atoms and positions in Å:
Pd (1.678339, 0.036223, -1.239918)  0.73
C (-1.088905, -0.969456, 4.397942)  0.00
N (0.052660, -0.412312, 3.691812)  0.00
C (1.339913, -0.841958, 4.236567)  0.00
P (-0.002570, 0.080135, 2.122411)  0.00
O (1.278560, -0.047834, 1.424511)  0.04
O (-1.251249, -0.783794, 1.558955)  0.00
P (-1.490469, -1.382884, 0.077280)  0.00
O (-0.296951, -1.661869, -0.726212)  0.01
N (-2.394139, -2.721428, 0.398859)  0.00
C (-3.204879, -2.856204, 1.598421)  0.00
C (-1.943168, -4.004260, -0.140871)  0.00
N (-2.426551, -0.189649, -0.617827)  0.00
C (-2.617219, -0.355588, -2.064763)  0.00
C (-3.678979, 0.153152, 0.050679)  0.00
N (-0.601849, 1.629800, 1.979076)  0.00
C (0.400911, 2.688858, 2.103560)  0.00
C (-1.823659, 1.949407, 2.707122)  0.00
H (-1.030370, -0.700927, 5.454551)  0.00
H (-1.108591, -2.061980, 4.321370)  0.00
H (-2.027057, -0.584739, 4.005886)  0.00
H (1.433422, -0.485507, 5.263990)  0.00
H (2.157158, -0.446484, 3.642115)  0.00
H (1.416269, -1.933471, 4.234696)  0.00
H (-3.587642, -1.894962, 1.931527)  0.00
H (-2.631762, -3.299814, 2.419737)  0.00
H (-4.058948, -3.501734, 1.386020)  0.00
H (-1.327860, -3.851685, -1.021597)  0.00
H (-2.814781, -4.603250, -0.409658)  0.00
H (-1.351753, -4.553461, 0.598053)  0.00
H (-1.667031, -0.584889, -2.544267)  0.00
H (-3.005047, 0.580746, -2.471704)  0.00
H (-3.342040, -1.147644, -2.284592)  0.00
H (-3.522730, 0.305365, 1.116949)  0.00
H (-4.438453, -0.625766, -0.088437)  0.00
H (-4.063202, 1.085309, -0.367426)  0.00
H (1.297627, 2.418146, 1.550703)  0.00
H (0.668850, 2.877087, 3.149738)  0.00
H (-0.016568, 3.613615, 1.696508)  0.00
H (-2.568207, 1.164520, 2.581804)  0.00
H (-2.248235, 2.875808, 2.316058)  0.00
H (-1.635891, 2.080877, 3.779801)  0.00
C (-2.138667, 4.267127, -1.864530)  0.00
C (-1.448922, 3.382968, -2.833855)  0.00
N (-1.504869, 3.476315, -4.121918)  0.00
N (-0.720670, 2.443194, -4.563703)  0.01
C (-0.150476, 1.709858, -3.586195)  0.01
S (0.869374, 0.411042, -3.731335)  0.05
N (-0.652917, 2.323727, -2.450795)  0.00
N (-0.314435, 1.954769, -1.161085)  0.00
H (-2.765274, 4.967246, -2.409759)  0.00
H (-1.419698, 4.829260, -1.266184)  0.00
H (-2.758198, 3.683816, -1.181492)  0.00
H (-0.547503, 2.315528, -5.544561)  0.00
H (0.076809, 2.731634, -0.648026)  0.00
H (-1.087592, 1.501456, -0.679219)  0.00
C (6.020572, -0.720739, -1.154327)  0.02
C (4.589918, -0.965747, -1.654595)  0.12
C (4.618203, -1.102765, -3.184733)  0.05
C (4.084098, -2.284586, -1.062596)  0.03
C (3.685514, 0.179561, -1.260518)  0.80
H (6.687784, -1.552754, -1.402656)  0.00
H (6.027651, -0.592605, -0.069352)  0.00
H (6.434063, 0.187954, -1.599515)  0.00
H (5.296596, -1.905066, -3.495215)  0.01
H (4.948117, -0.171977, -3.650361)  0.00
H (3.619402, -1.329327, -3.567957)  0.00
H (4.699059, -3.124998, -1.401823)  0.00
H (3.047051, -2.470422, -1.357658)  0.01
H (4.113656, -2.251402, 0.028985)  0.00
H (4.234375, 1.071426, -0.944460)  0.08

Cartesian forces (eV/Å) of the 6 atoms listed first:
Pd 0.37 0.05 -0.17
C -0.02 0.04 0.01
N 0.05 -0.02 0.14
C 0.00 -0.05 0.04
P 0.34 0.05 -0.34
O -0.14 -0.05 0.18

***

ORCA calculation (ωB97M-V with the def2-TZVPD basis set) on one molecule with the formula C11H9BrO2S in a non-equilibrium geometry.

The gap between HOMO and LUMO is 9.59 eV. Its highest occupied orbital energy is -8.91 eV. For the energy relative to the best compared isomer or geometry (same formula, charge and spin), the calculation gives 15.9 kJ/mol. The total energy comes out at -3547.13374 Eh. The lowest unoccupied orbital energy is 0.68 eV. Its total charge is 0.

Last column: Mulliken charge in e.
Atoms and positions in Å:
C (2.024982, 0.131027, 0.612925)  -0.90
C (1.810540, -0.059378, -1.769022)  -0.40
C (0.802239, 0.753172, 0.580258)  -0.33
C (0.588484, 0.546046, -1.819558)  -0.59
C (-3.567941, -0.905212, 1.737007)  -0.37
C (-3.941751, 0.291933, 2.185125)  -0.51
C (2.521098, -0.231310, -0.580455)  1.07
C (0.060137, 0.880733, -0.574904)  0.23
C (-2.507458, -0.640260, 0.877425)  0.65
C (-2.333049, 0.695813, 0.700678)  -0.15
C (3.836178, -0.949007, -0.747446)  -1.81
O (-1.998467, 1.759849, -1.850989)  -0.57
O (-3.207223, 1.240424, 1.553500)  -0.35
S (-1.428142, 1.931539, -0.523501)  0.43
Br (-1.829944, -1.965894, -0.220452)  -0.13
H (2.604456, 0.054389, 1.493645)  0.42
H (2.388533, -0.342193, -2.673010)  0.30
H (0.291100, 0.923023, 1.468578)  0.49
H (0.184283, 0.718960, -2.806394)  0.49
H (-3.857914, -1.951636, 1.928024)  0.38
H (-4.756317, 0.600054, 2.849066)  0.41
H (3.529507, -1.826832, -1.126082)  0.47
H (4.356704, -0.429140, -1.456332)  0.43
H (4.429956, -1.226105, 0.161907)  0.34

Cartesian forces (eV/Å) of the 6 atoms listed first:
C -0.66 1.00 0.00
C 1.51 -0.16 -0.53
C -0.86 -0.83 -0.49
C 0.21 -0.12 0.06
C 0.17 -1.99 0.61
C -0.90 0.82 0.29

***

ORCA calculation (ωB97M-V with the def2-TZVPD basis set) on one molecule with the formula C2H4FIOS in a non-equilibrium geometry.

The gap between HOMO and LUMO is 8.74 eV. Its highest occupied orbital energy is -9.42 eV. For the energy relative to the best compared isomer or geometry (same formula, charge and spin), the calculation gives 46.2 kJ/mol. The total energy comes out at -949.52806 Eh. The lowest unoccupied orbital energy is -0.68 eV. Its total charge is 0.

Last column: Mulliken charge in e.
Atoms and positions in Å:
C (0.648514, -1.120344, -0.365706)  -0.27
C (0.575537, 0.310027, -0.041036)  -0.77
O (-2.033080, 0.028070, 0.940118)  -0.45
F (-0.090681, -1.315331, -1.511668)  -0.27
S (-1.480350, 0.738812, -0.169316)  0.43
I (-1.294806, 3.077826, 0.585478)  -0.05
H (0.166001, -1.537970, 0.494358)  0.27
H (1.709670, -1.616777, -0.492316)  0.27
H (0.754813, 0.269686, 1.026534)  0.34
H (1.044382, 1.166003, -0.466448)  0.51

Cartesian forces (eV/Å) of the 6 atoms listed first:
C 1.90 -0.50 -1.08
C -2.09 0.97 1.41
O -1.05 -1.39 1.44
F -0.10 -0.84 -0.55
S 3.07 0.55 -0.92
I 0.18 0.15 -0.11

***

ORCA calculation (ωB97M-V with the def2-TZVPD basis set) on one molecule with the formula C5H10O in a non-equilibrium geometry.

The gap between HOMO and LUMO is 10.27 eV. Its highest occupied orbital energy is -9.27 eV. For the energy relative to the best compared isomer or geometry (same formula, charge and spin), the calculation gives 102.2 kJ/mol. The total energy comes out at -271.71371 Eh. The lowest unoccupied orbital energy is 1.00 eV. Its total charge is 0. Its SMILES is CC/C=C/CO.

Last column: Mulliken charge in e.
Atoms and positions in Å:
C (-2.758290, -0.515655, 0.413851)  -1.05
C (-1.802976, 0.393847, -0.420322)  -0.42
C (-0.345457, -0.032202, -0.299666)  -0.07
C (0.623964, 0.830930, 0.048213)  -0.34
C (2.048782, 0.405443, 0.304064)  -0.57
O (2.360880, -0.932614, -0.057709)  -0.53
H (-3.813049, -0.179318, 0.285891)  0.32
H (-2.517508, -0.455532, 1.486287)  0.30
H (-2.706298, -1.587102, 0.094296)  0.28
H (-2.124807, 0.362074, -1.495733)  0.27
H (-1.885321, 1.456904, -0.152668)  0.28
H (-0.092652, -1.076238, -0.513650)  0.33
H (0.342342, 1.860350, 0.251270)  0.28
H (2.777441, 1.131817, -0.101276)  0.31
H (2.215405, 0.401367, 1.374836)  0.27
H (2.321264, -0.947591, -1.044416)  0.32

Cartesian forces (eV/Å) of the 6 atoms listed first:
C -0.22 0.21 -0.36
C -0.08 -0.59 -0.65
C 0.05 0.85 -0.03
C -0.58 -1.24 -0.18
C 0.17 0.21 0.36
O -0.20 0.44 -1.68

***

ORCA calculation (ωB97M-V with the def2-TZVPD basis set) on C8H22CsN2O6S as an isolated structure in a non-equilibrium geometry.

The gap between HOMO and LUMO (spin up / spin down) is 8.45 / 6.50 eV. Its highest occupied orbital energy (spin up / spin down) is -9.13 / -9.12 eV. For the energy relative to the best compared isomer or geometry (same formula, charge and spin), the calculation gives 4.0 kJ/mol. The total energy comes out at -1297.18298 Eh. The lowest unoccupied orbital energy (spin up / spin down) is -0.68 / -2.62 eV. Its total charge is 0. The spin multiplicity is 2.

Last column: Löwdin spin population.
Atoms and positions in Å:
Cs (-19.577180, 24.189330, 27.400760)  0.00
S (-18.476080, 21.169700, 25.520400)  -0.04
O (-18.133210, 21.653300, 26.834030)  -0.01
O (-18.145190, 22.125220, 24.533550)  0.29
O (-17.921020, 19.813460, 25.324800)  0.24
O (-19.920500, 21.101910, 25.327570)  0.52
C (-19.856990, 21.295410, 31.428260)  0.00
C (-19.247710, 21.722200, 30.085670)  0.00
C (-17.741320, 21.751330, 30.105760)  0.00
O (-17.446900, 22.760570, 31.039620)  0.00
C (-16.085480, 23.053280, 31.050050)  0.00
N (-19.590900, 20.784950, 29.078220)  0.00
H (-19.375750, 21.767120, 32.284990)  0.00
H (-19.810310, 20.224550, 31.626200)  0.00
H (-20.918140, 21.544500, 31.424080)  0.00
H (-19.594520, 22.701640, 29.756240)  0.00
H (-17.305470, 22.042850, 29.150170)  0.00
H (-17.439040, 20.801630, 30.547120)  0.00
H (-15.422050, 22.188450, 31.055750)  0.00
H (-15.787500, 23.723080, 31.856690)  0.00
H (-15.900060, 23.582130, 30.115140)  0.00
H (-19.027390, 21.004890, 28.269400)  0.00
H (-19.282280, 19.875360, 29.390460)  0.00
C (-15.861510, 25.580900, 27.360090)  0.00
C (-16.236730, 25.233840, 25.882940)  0.00
C (-15.563280, 26.145480, 24.815850)  0.00
O (-16.262720, 27.431190, 24.864470)  0.00
C (-16.001340, 28.248700, 23.791330)  0.00
N (-15.925740, 23.830220, 25.630610)  0.00
H (-16.316940, 26.516510, 27.684640)  0.00
H (-14.793840, 25.785400, 27.439860)  0.00
H (-16.118950, 24.858780, 28.134920)  0.00
H (-17.318000, 25.358570, 25.824670)  0.00
H (-15.656850, 25.766120, 23.798290)  0.00
H (-14.548370, 26.385610, 25.132680)  0.00
H (-16.597500, 29.161220, 23.792440)  0.00
H (-16.353470, 27.756990, 22.884520)  0.00
H (-14.921920, 28.363570, 23.692500)  0.00
H (-16.346520, 23.593950, 24.743360)  0.00
H (-16.445120, 23.258530, 26.281390)  0.00

Cartesian forces (eV/Å) of the 6 atoms listed first:
Cs 0.09 -0.28 -0.25
S 1.70 -4.32 1.02
O 0.43 1.25 1.74
O 1.21 2.47 -2.88
O -0.68 1.42 -0.17
O -2.62 -0.31 0.00